# 1
ORCA calculation (the ωB97M-V functional and the def2-TZVPD basis) on a 14-piece molecular cluster, C38H104O38S12 overall at a distorted geometry.

Summary:
**Kohn-Sham gap**: 0.3822 Eh
**E**: -248911.9296 eV
**Strongest force on any atom**: 3.636 eV/A
**ΔE to the lowest compared entry with this formula, charge and spin**: 79.4 kcal/mol
**LUMO level**: 0.132 eV

```
192
Properties=species:S:1:pos:R:3:lowdin_charge:R:1
S -2.13923 -5.02164 2.50779 0.549
H -4.06113 -6.16761 2.55760 0.090
H -10.17224 -1.36386 1.62414 0.096
H 1.24975 -0.61843 -4.99664 0.071
S 0.74243 -3.24608 -3.19298 0.561
O 5.91518 -1.44213 -1.15371 -0.303
O -5.48063 -1.79968 6.65926 -0.283
H -0.24102 -0.96785 -5.96379 0.103
C -5.48797 -0.46647 3.80245 -0.063
C 0.96394 4.04460 -4.64602 -0.204
C -7.08761 2.34413 0.24765 -0.137
H -7.57778 2.19815 -0.67892 0.073
H -2.55564 -1.98429 -1.43705 0.044
H 4.66000 0.35974 -4.10335 0.080
H -4.68267 2.54997 -4.77218 0.098
H -1.07743 -0.78381 3.20985 0.048
H 1.53125 0.53956 -1.38673 0.062
O 3.82229 2.69763 0.17534 -0.260
O -0.25120 4.92919 -4.63620 -0.249
O 4.10286 3.59947 -3.90628 -0.133
H 7.93183 2.98786 0.52987 0.141
H -0.05728 -0.42453 4.63856 0.044
C 1.49189 -3.95669 4.40593 -0.186
H 4.88836 1.88389 2.89772 0.035
S 1.13745 2.97381 5.14834 0.597
O 6.14884 1.98057 0.55659 -0.265
H 6.06779 -1.02501 3.18806 0.096
H -1.42906 -5.47899 -0.11462 0.123
O -1.01957 -0.40606 -0.27414 -0.301
C 0.35756 4.13969 2.97367 -0.266
H 8.88607 1.52335 -1.18350 0.068
S 1.05079 -1.72159 3.02458 0.540
H -4.64635 4.08039 1.44325 0.084
O 0.26865 1.91503 4.59065 -0.295
H 0.75742 3.70096 -6.78577 0.085
H 1.62538 -5.90861 0.37906 0.079
H -5.50987 4.66418 -4.51617 0.091
C 1.17671 0.71799 -0.40641 -0.081
H -0.85386 3.83244 -2.01941 0.048
C -2.60749 -2.08625 -0.40184 -0.056
H -6.93404 3.40787 0.26882 0.075
H -4.41172 -1.61906 -3.58030 0.079
H -5.21316 3.00419 2.75049 0.059
O -0.77432 -5.45122 1.82272 -0.276
H 0.88136 2.40513 7.24683 0.078
C 0.78969 3.38119 6.78275 -0.134
S 5.03148 3.05791 0.82069 0.536
O -8.90190 0.76057 1.20288 -0.267
H 0.42790 -3.84311 4.75317 0.114
O 1.87605 -0.61929 2.68298 -0.257
C 8.37871 -0.44015 -4.44713 -0.038
H -4.17798 -0.12768 -4.56532 0.090
O -2.61623 4.94180 -4.80998 -0.264
S -1.58292 4.18371 -4.19637 0.515
H 3.32212 -0.70129 -3.61295 0.036
O -3.55623 -1.08397 5.32218 -0.280
O -2.53650 -3.73744 2.01878 -0.282
C 2.41848 -4.38224 5.52590 -0.054
O 0.24146 -4.41067 -2.54021 -0.258
O 5.54242 4.35812 0.55829 -0.274
S -8.17358 2.12525 1.53899 0.602
H 8.66729 -0.03063 -5.38473 0.072
C 0.65530 -6.19433 -0.06649 -0.061
H 3.92192 -1.15942 1.03666 0.084
H -8.76935 -2.54074 1.40981 0.091
C -3.32458 -3.33901 6.34674 -0.109
H 5.35898 -0.34082 0.84242 0.090
H 4.44435 -0.23300 3.19925 0.030
H 0.09369 0.62878 -5.13285 0.077
H -0.46952 3.39670 2.85711 0.112
C 8.03778 1.15716 -0.65145 -0.058
C -4.31735 3.35290 2.23398 -0.153
H -7.30587 -0.50317 0.90221 0.112
H -3.39967 -3.75556 7.35218 0.071
O -3.34194 -1.12782 7.71507 -0.254
H 0.69179 -6.09909 -1.16527 0.059
S -4.02600 -1.72181 6.65609 0.531
H -4.85291 4.10257 -2.86755 0.060
H -6.19008 1.79831 0.37222 0.050
H 3.78545 3.72840 -4.81124 0.045
O 5.01277 -3.21397 -4.84614 -0.296
H -3.91493 -3.74952 5.54776 0.061
H 1.54588 4.10399 7.12558 0.089
O -5.17152 1.81039 -2.91518 -0.258
O 4.07676 -1.47179 -6.31999 -0.294
H -0.85302 -1.97860 4.53830 0.045
C 4.26969 4.80333 -3.19021 -0.153
H -6.57781 4.16836 -3.16590 0.071
C 4.91719 -1.15994 1.40121 -0.202
O -3.69157 2.17583 1.72547 -0.158
O -6.80448 -0.08081 -3.47629 -0.280
C -8.24346 -0.53248 1.47266 -0.253
H -1.50323 5.46655 -2.18207 0.098
H -6.23610 -1.00970 4.32194 0.048
O 1.86625 -2.55588 4.03205 -0.268
C 0.13836 -0.47513 -5.04140 -0.039
H -3.58175 0.45469 4.02921 0.100
H 0.59874 -7.28236 0.17081 0.087
O -7.46591 1.93005 2.80920 -0.313
H 4.02966 3.51401 2.88634 0.055
H 1.19232 -4.48103 -5.13366 0.075
C 1.71314 -3.78845 -4.53246 -0.092
H -1.75273 -2.62296 -0.01877 0.054
H -3.80806 -5.63937 0.98193 0.058
H 2.25997 4.83854 2.23547 0.114
H -0.21543 3.74446 7.00020 0.084
H 5.79465 3.36447 3.10419 0.106
C 7.56797 -1.72130 -4.73265 -0.212
H 7.17763 -2.19054 -3.82791 0.102
O -1.50513 2.80040 -4.48000 -0.274
H 4.06390 -4.34057 -0.72321 0.092
C 4.90539 2.89504 2.58695 -0.096
H 4.60518 -1.98017 3.37447 0.082
O -0.42986 -2.57649 -3.95226 -0.228
H -7.91987 -0.57961 2.57328 0.124
C 1.48914 4.12663 -6.08573 -0.048
O 2.54835 2.76160 5.17734 -0.277
H 8.51355 0.57693 0.18264 0.108
C 7.30353 2.38560 -0.18020 -0.258
H 1.12221 3.94587 1.04894 0.085
C 4.37424 -0.69927 -3.87060 -0.094
S -0.53960 1.12542 -0.31483 0.630
H 2.48324 3.70698 -6.21873 0.058
C 4.20058 -3.29173 -1.09850 -0.124
H 4.11269 -3.30209 -2.17290 0.038
H 3.44591 -3.95503 5.40193 0.091
C -0.59647 -1.15955 -3.91523 -0.255
H 3.36710 -2.64979 -0.65745 0.088
C -4.28654 -0.55890 -3.56660 -0.134
H 1.95408 -2.89520 -5.09028 0.055
C 1.50550 4.03362 2.05996 -0.089
H 1.50755 5.21712 -6.45787 0.115
H -3.36072 -0.51040 -2.98324 0.055
O 6.42071 -1.43407 -5.58926 -0.257
O -0.73315 1.80057 0.96787 -0.289
H -1.61284 -0.88108 -4.12013 0.093
H 2.61236 -5.47577 5.40664 0.095
S -5.57377 0.24819 -2.76661 0.583
O -1.02692 1.71127 -1.54872 -0.296
H 1.42561 -4.50310 3.48940 0.101
H 2.03442 -4.06911 6.48540 0.075
O 0.72230 4.30312 4.37642 -0.244
H -2.85865 -7.14462 1.53649 0.089
O -9.14148 3.20827 1.46596 -0.278
H -2.35699 -0.71106 1.36457 0.114
H 1.97941 3.10658 2.27031 0.047
H -2.60496 4.08377 -2.24970 0.052
H -5.90519 0.44998 3.29278 0.062
H 0.78488 3.09230 -4.24476 0.085
H -3.06856 0.08878 -0.09118 0.110
C -9.22263 -1.58759 1.08041 -0.073
H -6.32806 2.04605 -4.65799 0.126
C -5.51689 2.54551 -4.09681 -0.249
H 7.42642 0.58129 -1.34465 0.055
C -2.41334 -0.74968 0.25810 -0.151
O -5.43402 -0.00712 -1.38007 -0.274
H 1.58275 4.51620 -3.89315 0.090
S 4.94281 -1.81985 -5.22367 0.583
H -3.64371 3.92669 2.88087 0.075
H 1.24855 -0.10785 0.24424 0.035
C -5.61205 4.01406 -3.63106 -0.042
O 0.48405 -2.52304 1.98621 -0.277
C -4.29872 -0.01421 4.66348 -0.204
H 1.69705 1.56696 0.04984 0.053
H -0.06664 5.12951 2.74016 0.127
H 4.90257 -0.91309 -2.87654 0.052
H -5.04880 -1.17743 2.99880 0.111
H -3.51208 -2.64238 -0.12247 0.096
C -0.42979 -1.17504 3.96069 -0.060
H -0.42224 -0.88346 -2.88251 0.094
H 5.09220 5.49094 -3.64940 0.111
C -0.47271 -5.29237 0.41563 -0.251
H -2.23295 -3.27646 6.13133 0.070
H 9.24701 -0.67884 -3.85974 0.074
H 8.14019 -2.52916 -5.19317 0.126
H -2.78273 2.39054 1.35379 0.066
O 6.69449 -3.77061 -0.71670 -0.269
H 7.02420 3.04767 -0.97341 0.107
H 2.61637 -4.08584 -4.03866 0.057
C 4.99928 -1.05819 2.91861 -0.043
H 4.76436 4.55452 -2.24604 0.062
H -4.62416 0.63502 5.43164 0.109
C -3.26856 -6.14792 1.75642 -0.120
O 5.53999 -2.47848 1.03345 -0.237
S 5.75657 -2.69254 -0.54118 0.555
H 3.33293 5.31119 -3.06259 0.056
O -1.96186 -5.27251 3.89982 -0.267
C -1.62844 4.41917 -2.49767 -0.128
H -9.48846 -1.47224 0.00491 0.095
O 1.46516 -2.20329 -2.51284 -0.281
H 7.84368 0.13516 -3.68400 0.066
H -0.22270 -4.24464 0.22078 0.091
```

# 2
ORCA calculation (the ωB97M-V functional and the def2-TZVPD basis) on a 2-piece molecular cluster, C7H9N4O overall at a distorted geometry.

Summary:
**Kohn-Sham gap (alpha / beta)**: 0.2691 / 0.2688 Eh
**E**: -15403.4567 eV
**Total charge**: +1
**Strongest force on any atom**: 4.786 eV/A
**ΔE to the lowest compared entry with this formula, charge and spin**: 16.0 kcal/mol
**LUMO level (alpha / beta)**: -5.260 / -5.266 eV

```
21
Properties=species:S:1:pos:R:3:lowdin_charge:R:1
H 1.08845 -3.31793 -1.19082 0.108
N 0.97537 2.23204 0.09363 0.229
C 0.81030 -0.00731 -0.54847 -0.151
N 2.74321 -1.55401 -0.96464 0.154
H 2.30610 1.34112 -0.82235 0.194
C 0.59935 -2.38986 -1.06316 0.005
H 0.11899 2.52299 0.57689 0.069
N 1.38031 1.18648 -0.41630 0.012
C -1.40864 -1.12419 -0.48475 -0.055
C 1.41509 -1.21911 -0.90449 -0.191
H -3.49235 2.75082 3.88001 0.109
H -1.10882 0.93072 -0.01860 0.102
C -0.75053 -2.31788 -0.86797 -0.020
H 3.40235 -0.93010 -1.21626 0.056
C -0.63991 -0.03674 -0.29984 0.022
N -2.77431 3.12328 3.28270 0.239
H 2.99935 -2.58557 -1.07179 0.163
O -1.51701 2.73813 1.31105 0.084
C -2.19429 2.88345 2.26437 -0.344
H -2.46184 -1.18632 -0.59266 0.113
H -1.49118 -3.04000 -0.94654 0.101
```

# 3
ORCA calculation (the ωB97M-V functional and the def2-TZVPD basis) on a single C22H27FN2O4S molecule.

Summary:
**Kohn-Sham gap**: 0.3137 Eh
**E**: -47973.9885 eV
**SMILES**: COCCNC(=S)N1CCc2cc(OC)c(OC)cc2[C@H]1COc1ccc(F)cc1
**Strongest force on any atom**: 0.863 eV/A
**ΔE to the lowest compared entry with this formula, charge and spin**: 4.1 kcal/mol
**LUMO level**: 0.510 eV

```
57
Properties=species:S:1:pos:R:3:lowdin_charge:R:1
C -2.17477 4.59391 -1.78053 -0.067
H 1.14774 -1.02171 0.48717 0.150
C -0.34026 0.00201 -0.59485 -0.129
S 0.85024 -4.76837 -1.53715 0.685
C -0.52496 2.42491 -0.63715 -0.180
H -2.34606 3.54863 3.81643 0.121
N 0.06753 -2.41550 -0.64349 -0.072
O -0.75697 -0.36170 2.34183 -0.033
C 0.11737 -1.21793 0.16915 -0.183
C -1.24665 -1.41579 -2.44807 -0.099
H 0.66090 4.84867 1.18708 0.099
H -0.79461 1.60093 3.88278 0.124
H -2.21058 -1.46365 -2.95566 0.123
H 3.39031 -4.37928 1.45532 0.125
H 3.79098 -3.56070 -1.47074 0.119
C -0.73225 -1.45366 1.45788 -0.110
H -4.36449 1.79260 0.49524 0.125
C -2.71986 0.66277 1.27681 -0.010
N 1.87567 -3.41125 0.45123 0.002
H 5.02867 -4.31508 -0.43000 0.128
H -2.15796 1.03224 -3.23506 0.131
C 3.03807 -4.26812 0.42814 -0.206
H 0.14008 3.27997 1.85162 0.077
O -0.22932 3.67217 -0.15240 -0.101
C 0.94165 -3.44853 -0.53287 -0.777
O 4.46509 -2.39095 0.09671 -0.202
H -2.86645 5.13556 -2.42554 0.094
H -2.84411 -0.11588 0.54305 0.112
F -4.25755 3.83689 2.08569 0.049
H 6.39760 -2.30038 -0.64047 0.089
C -0.03651 1.25635 -0.07483 0.026
C 0.58700 3.78065 0.98711 -0.067
C -1.35723 2.32843 -1.77014 -0.192
C -2.43887 2.73785 3.11146 -0.009
C -3.58227 1.74375 1.23577 0.007
H -1.74511 -1.76151 1.18424 0.121
H 1.58881 3.37858 0.80408 0.100
H 2.74787 -5.23909 0.02409 0.068
H -1.24751 5.16087 -1.68177 0.091
C -1.56709 1.07563 -2.33352 0.056
H 5.62633 -0.77026 -0.14385 0.087
C 4.14485 -3.66144 -0.43401 -0.221
C -1.06359 -0.08788 -1.77492 -0.175
C -1.13577 -2.55278 -1.44160 -0.182
H -1.08855 -3.51556 -1.95257 0.044
H 0.59161 1.30859 0.79988 0.121
H -2.62465 4.46343 -0.79372 0.093
H 2.06552 -2.52790 0.90155 0.116
H -0.26946 -2.27159 2.02055 0.137
C -1.69771 0.61905 2.21962 -0.279
C 5.46254 -1.72758 -0.63479 -0.115
C -1.57963 1.65917 3.14501 -0.015
C -3.42789 2.77147 2.14444 -0.283
H -0.46607 -1.53193 -3.20571 0.132
H -2.01242 -2.55385 -0.78345 0.126
H 5.14777 -1.55899 -1.67210 0.091
O -1.96703 3.35379 -2.42293 -0.062
```